Record 1
65
Properties=species:S:1:pos:R:3:forces:R:3 method="wB97M-V/def2-TZVPD" charge=0 lumo_energy_ev=-3.98 orbital_gap_ev=0.97 largest_force_ev_per_a=5.783
N -2.274 -8.660 0.305 0.175 -1.780 0.450
C -2.286 -9.982 0.925 0.558 -0.946 0.289
O -1.727 -10.959 0.377 -1.589 1.202 0.326
C -3.042 -10.214 2.281 -0.433 1.144 -0.006
C -3.338 -8.893 3.113 -1.849 -0.185 -0.293
O -2.460 -8.720 4.250 0.887 1.377 -1.056
C -1.317 -8.019 3.896 1.437 0.078 -0.506
O -0.343 -8.510 3.391 -1.510 -0.016 0.536
O -1.252 -6.623 4.190 -0.732 -2.431 1.512
N -1.804 -5.976 3.071 1.319 2.565 -0.758
C -0.928 -5.124 2.670 -1.065 -1.837 -2.113
O -0.246 -4.547 1.928 -0.559 0.179 1.541
H -1.331 -8.570 -0.113 -0.711 0.005 -0.054
H -2.967 -8.730 -0.460 0.441 0.564 0.390
H -4.060 -10.656 2.014 1.187 0.489 0.180
H -2.544 -10.947 2.973 -0.160 0.589 -1.095
H -3.408 -7.959 2.475 0.442 -1.170 0.678
H -4.378 -9.023 3.553 1.418 0.161 -0.299
Li -3.125 -11.950 -0.710 0.738 0.042 0.286
O 0.179 0.207 1.772 3.017 -2.911 -3.983
S 1.523 0.390 1.281 -3.780 0.629 0.813
O 1.820 0.558 -0.121 0.758 0.016 0.093
O 2.475 -0.802 1.874 0.295 0.259 0.421
C 2.075 -2.165 1.663 -0.103 -1.152 -0.356
C 2.388 -2.629 0.252 -0.160 0.254 -0.275
C 2.270 1.731 2.174 -0.243 -0.421 0.215
H 1.018 -2.295 1.896 0.044 0.401 0.041
H 2.640 -2.773 2.372 0.075 0.378 0.134
H 1.768 -2.106 -0.480 0.022 -0.035 0.047
H 2.202 -3.699 0.150 0.035 0.027 0.118
H 3.431 -2.423 -0.003 -0.007 -0.124 0.054
H 2.101 1.581 3.240 -0.119 -0.041 -0.056
H 1.797 2.658 1.845 -0.109 -0.184 -0.061
H 3.348 1.763 1.949 -0.249 0.758 0.274
C -0.046 3.428 -0.784 -0.062 -1.557 -1.237
C 0.145 4.414 0.171 0.347 1.938 1.879
C 0.704 5.718 -0.391 0.241 0.827 -0.901
O 0.877 6.727 0.273 -0.142 -0.648 0.297
C 1.064 5.760 -1.812 0.241 1.058 1.161
C 0.884 4.769 -2.765 -0.233 -1.709 -1.502
C 0.226 3.503 -2.222 -0.362 -0.505 0.881
O -0.087 2.540 -2.915 0.080 0.552 -0.336
O 1.188 4.806 -3.968 -0.193 0.274 0.884
O -0.087 4.343 1.386 0.202 -0.292 -1.141
H -0.451 2.469 -0.474 -0.116 0.058 0.116
H 1.518 6.698 -2.111 -0.023 -0.003 -0.099
Mg 4.115 0.257 1.119 2.126 -0.686 -0.983
Cl -0.593 1.452 3.265 -1.865 2.717 3.587
C 4.035 5.510 2.106 -0.168 0.194 0.067
Br 3.579 4.444 0.559 0.372 0.227 0.050
Br 5.363 4.635 3.214 -0.158 0.055 -0.183
Br 4.574 7.299 1.611 -0.058 -0.360 0.050
H 3.132 5.603 2.704 0.123 -0.026 -0.149
C -0.613 7.141 -5.361 0.520 -0.142 -0.766
C -1.817 7.924 -5.773 -0.565 0.416 -1.701
O -2.777 7.581 -4.755 -0.211 -1.167 1.296
C -2.070 7.193 -3.661 1.174 1.520 -0.306
O -2.560 6.996 -2.569 -0.278 -0.729 -0.619
O -0.764 7.050 -3.942 -1.160 -0.212 0.606
H 0.317 7.642 -5.623 -0.107 0.097 0.290
H -0.601 6.128 -5.779 0.049 -0.099 0.203
H -1.643 9.042 -5.749 -0.469 -1.520 -0.030
H -2.181 7.642 -6.765 -0.259 -0.307 0.212
Na -3.328 5.111 -3.805 0.025 0.072 0.270
Br -0.308 10.243 -5.178 1.458 2.069 0.613

Record 2
50
Properties=species:S:1:pos:R:3:forces:R:3 method="wB97M-V/def2-TZVPD" charge=+1 lumo_energy_ev=-2.82 de_lowest_kcal_mol=0.0 orbital_gap_ev=10.09 largest_force_ev_per_a=4.533
Zn 0.022 0.294 -0.132 0.206 -0.420 -0.457
C -3.353 -1.665 1.223 -0.825 0.748 0.340
F -4.145 -2.343 2.034 0.446 -0.406 0.533
F -3.262 -2.352 0.098 0.375 0.089 -0.276
F -3.983 -0.506 1.003 0.640 -0.002 -0.435
S -1.641 -1.409 2.050 0.170 -0.671 0.318
O -1.910 -1.455 3.467 0.086 0.859 -1.242
O -0.835 -2.473 1.530 0.058 0.512 -0.449
N -1.039 0.133 1.478 -2.128 -3.218 2.381
S -1.577 1.267 2.467 -0.001 2.765 -0.041
O -1.285 2.520 1.778 0.591 -0.428 0.406
O -2.931 1.199 2.922 0.687 -0.898 0.307
C -0.331 1.187 3.981 -0.415 -0.261 -1.671
F 0.258 0.005 4.087 -0.368 -0.184 0.270
F 0.655 2.042 3.725 -0.047 0.662 0.084
F -0.990 1.519 5.053 0.033 0.034 0.542
C -0.929 -2.255 -1.923 0.503 -0.444 0.645
O -1.017 -1.291 -1.158 -0.383 -0.275 -0.318
N -1.326 -2.190 -3.207 -0.091 0.147 -0.367
N -0.375 -3.443 -1.546 0.467 0.660 0.618
H -1.136 -2.978 -3.799 -0.458 0.053 -0.234
H -2.061 -1.535 -3.415 0.080 -0.100 -0.271
H 0.053 -3.455 -0.634 -0.262 -0.018 0.177
H -0.312 -4.285 -2.087 -0.282 0.090 -0.263
C 2.394 -1.871 0.074 0.937 1.675 -1.433
O 1.429 -1.137 0.310 0.591 -0.987 0.569
N 2.670 -2.301 -1.196 -0.332 -0.443 -0.358
N 3.442 -2.059 0.902 -0.206 -0.001 1.082
H 3.553 -2.707 -1.441 0.092 -0.109 0.169
H 1.984 -2.288 -1.928 -0.294 0.040 0.279
H 4.127 -2.775 0.750 -0.030 -0.124 -0.142
H 3.436 -1.651 1.823 -0.296 -0.056 -0.061
C 1.870 2.841 0.484 -0.156 -1.168 2.143
O 1.237 1.787 0.287 0.965 0.645 -0.735
N 1.306 3.822 1.208 0.117 0.508 -0.578
N 3.210 2.970 0.302 -0.025 0.497 -0.423
H 0.394 3.679 1.623 -0.070 -0.110 -0.214
H 1.802 4.685 1.324 -0.201 0.178 0.204
H 3.821 2.340 -0.181 -0.452 -0.334 -0.141
H 3.655 3.759 0.730 0.152 0.092 -0.038
C -0.084 1.488 -2.829 0.718 -0.454 -2.221
C -1.559 1.649 -2.393 1.224 -1.917 -0.146
O -1.608 1.484 -0.983 -0.702 1.130 -0.512
O 0.748 0.543 -2.088 -1.351 0.587 -0.015
H 0.549 2.358 -3.006 -0.566 0.542 0.578
H -0.170 1.030 -3.822 -0.026 0.236 -0.130
H -2.085 0.802 -2.847 -0.006 -0.149 0.310
H -2.068 2.488 -2.866 0.441 0.616 0.636
H -2.102 2.221 -0.599 0.280 -0.201 0.519
H 1.500 0.306 -2.632 0.112 0.010 0.060